1.
A molecular structure, C34H30BBrCsN11O3 in a non-equilibrium geometry. Source: the OMol25 dataset; level of theory: ωB97M-V/def2-TZVPD.

## Properties
HOMO-LUMO gap: 5.545 eV
HOMO level: -0.069 Eh
LUMO energy: 3.7 eV
strongest force on any atom: 1.73 eV/Å
total charge: -2
E_tot: -4760.8908 Eh

Atoms and positions in Å:
Cs -0.094 0.849 0.108
C 2.379 -3.013 -3.457
C 1.675 -2.564 -2.323
N 2.094 -1.366 -1.950
N 3.057 -1.013 -2.810
C 3.253 -1.982 -3.731
B 3.724 0.375 -2.796
N 2.680 1.434 -3.253
C 2.141 1.506 -4.487
C 1.199 2.514 -4.486
C 1.245 3.010 -3.174
N 2.137 2.352 -2.443
N 4.268 0.749 -1.410
C 5.337 1.546 -1.199
C 5.495 1.699 0.162
C 4.448 0.933 0.707
N 3.722 0.372 -0.248
H 2.271 -3.943 -3.990
H 0.889 -3.057 -1.769
H 3.988 -1.865 -4.512
H 4.646 0.365 -3.582
H 2.448 0.828 -5.267
H 0.574 2.835 -5.302
H 0.675 3.815 -2.734
H 5.907 1.953 -2.018
H 6.248 2.272 0.678
H 4.200 0.760 1.743
O -2.309 -0.132 -2.389
C -3.136 0.610 -2.984
C -3.480 0.465 -4.371
C -4.320 1.342 -5.018
C -4.884 2.435 -4.351
C -4.589 2.603 -3.004
C -3.768 1.717 -2.317
C -3.473 1.953 -0.898
N -3.713 1.163 0.128
C -3.253 1.825 1.239
C -2.720 3.031 0.895
N -2.876 3.109 -0.469
H -3.030 -0.367 -4.901
H -4.542 1.192 -6.072
H -5.548 3.121 -4.865
H -5.021 3.442 -2.463
H -3.325 1.380 2.219
H -2.247 3.810 1.466
H -2.509 3.819 -1.074
Br 4.752 -2.464 6.046
C 3.275 -2.619 4.844
C 2.619 -3.830 4.747
C 1.544 -3.941 3.874
C 1.161 -2.858 3.085
C 1.864 -1.657 3.184
C 2.904 -1.522 4.080
N 0.129 -2.902 2.167
C -1.032 -3.312 2.420
C -2.099 -3.280 1.400
C -3.290 -3.969 1.607
C -4.282 -3.883 0.641
C -4.066 -3.098 -0.475
C -2.846 -2.431 -0.596
N -1.887 -2.533 0.314
H 2.938 -4.672 5.347
H 1.014 -4.882 3.789
H 1.550 -0.841 2.549
H 3.423 -0.579 4.174
H -1.327 -3.661 3.420
H -3.441 -4.552 2.508
H -5.219 -4.410 0.776
H -4.827 -2.978 -1.234
H -2.663 -1.753 -1.423
O -0.477 -0.315 4.317
C -0.314 0.863 4.026
C -0.335 1.980 5.097
C -0.039 3.234 4.290
C -0.036 2.716 2.833
O 0.034 3.470 1.866
N -0.130 1.373 2.788
H 0.403 1.750 5.866
H -1.322 1.988 5.561
H 0.943 3.662 4.496
H -0.783 4.024 4.387



2.
2 unconnected molecules or ions with the total composition C34H30ClN2O in a non-equilibrium geometry. Source: the OMol25 dataset; level of theory: ωB97M-V/def2-TZVPD.

## Properties
HOMO-LUMO gap: 2.853 eV
HOMO level: -0.321 Eh
LUMO energy: -5.9 eV
strongest force on any atom: 2.00 eV/Å
total charge: +1
E_tot: -1958.2479 Eh

Atoms and positions in Å:
C -6.514 3.308 4.866
C -5.414 4.166 4.707
C -4.657 4.145 3.536
C -5.016 3.242 2.535
O -4.212 3.112 1.398
C -2.973 2.488 1.540
C -2.889 1.138 1.183
C -1.674 0.490 1.295
C -0.477 1.191 1.632
C 0.745 0.446 1.645
C 1.844 0.733 2.517
C 2.942 -0.184 2.498
C 4.145 0.126 3.107
C 4.329 1.370 3.742
C 3.223 2.227 3.901
C 1.971 1.874 3.397
C -0.589 2.602 1.871
C -1.841 3.206 1.945
C -6.167 2.454 2.620
C -6.882 2.449 3.817
H -7.103 3.334 5.792
H -5.151 4.871 5.501
H -3.824 4.828 3.359
H -3.785 0.641 0.810
H -1.632 -0.594 1.148
H 0.770 -0.485 1.060
H 2.815 -1.133 1.960
H 4.977 -0.581 3.059
H 5.320 1.660 4.104
H 3.357 3.179 4.428
H 1.100 2.474 3.689
H 0.308 3.226 1.969
H -1.958 4.259 2.205
H -6.465 1.860 1.753
H -7.745 1.785 3.926
C 2.579 0.253 -2.859
N 2.483 -1.111 -2.423
C 1.263 -1.683 -1.919
H 1.043 -1.226 -0.883
C 0.044 -1.444 -2.802
C 0.033 -1.868 -4.140
C -1.085 -1.631 -4.956
Cl -1.032 -2.154 -6.596
C -2.222 -0.978 -4.444
C -2.207 -0.569 -3.102
C -1.086 -0.794 -2.292
N 1.635 -3.074 -1.796
C 0.666 -4.119 -1.605
C 2.865 -3.307 -2.346
C 3.403 -2.072 -2.726
C 4.632 -1.983 -3.374
C 5.312 -3.181 -3.639
C 4.761 -4.423 -3.278
C 3.520 -4.502 -2.627
H 3.572 0.401 -3.280
H 1.829 0.487 -3.627
H 2.450 0.892 -1.978
H 0.898 -2.387 -4.571
H -3.078 -0.808 -5.094
H -3.089 -0.063 -2.693
H -1.080 -0.460 -1.248
H 1.185 -5.073 -1.699
H 0.262 -4.017 -0.593
H -0.136 -4.080 -2.359
H 5.031 -0.999 -3.623
H 6.288 -3.161 -4.129
H 5.318 -5.336 -3.503
H 3.064 -5.441 -2.311



3.
A molecular structure, C34H30ClN2O7P2Ti in a non-equilibrium geometry. Source: the OMol25 dataset; level of theory: ωB97M-V/def2-TZVPD.

## Properties
HOMO-LUMO gap (spin up / spin down): 6.279 / 7.617 eV
expectation value of S²: 0.76
HOMO level (spin up / spin down): -0.240 / -0.306 Eh
2S+1: 2
LUMO energy (spin up / spin down): -0.2 / -0.7 eV
strongest force on any atom: 2.58 eV/Å
E_tot: -3942.1840 Eh

Atoms and positions in Å:
Ti 0.617 0.557 0.145
O 4.434 -0.255 -1.228
C 3.256 -0.264 -0.613
O 2.445 0.710 -0.753
C 2.863 -1.326 0.217
C 3.597 -2.440 0.681
C 3.059 -3.211 1.673
C 1.810 -2.864 2.257
C 1.131 -1.810 1.728
N 1.595 -1.102 0.682
C -0.162 -1.204 2.208
O -0.877 -1.689 3.042
O -0.384 -0.086 1.540
H 4.524 0.588 -1.692
H 4.575 -2.639 0.265
H 3.604 -4.066 2.051
H 1.403 -3.410 3.096
C -3.561 -0.985 -1.305
C -3.561 0.539 -1.020
P -2.195 1.350 -0.007
C -2.677 3.075 -0.481
C -3.346 3.952 0.371
C -3.706 5.222 -0.061
C -3.407 5.636 -1.349
C -2.749 4.770 -2.210
C -2.388 3.502 -1.780
C -2.831 1.305 1.708
C -2.092 2.004 2.664
C -2.475 2.004 3.993
C -3.605 1.297 4.390
C -4.342 0.599 3.448
C -3.957 0.603 2.113
P -2.681 -2.010 -0.024
C -1.733 -3.253 -1.008
C -1.422 -3.186 -2.362
C -0.607 -4.145 -2.955
C -0.093 -5.189 -2.204
C -0.403 -5.274 -0.852
C -1.206 -4.312 -0.261
C -4.048 -3.117 0.543
C -4.354 -3.168 1.900
C -5.414 -3.948 2.352
C -6.168 -4.684 1.453
C -5.854 -4.654 0.097
C -4.798 -3.879 -0.354
H -3.087 -1.173 -2.268
H -4.592 -1.324 -1.377
H -4.477 0.831 -0.506
H -3.540 1.073 -1.970
H -3.594 3.647 1.378
H -4.225 5.892 0.613
H -3.688 6.627 -1.685
H -2.509 5.082 -3.219
H -1.877 2.840 -2.464
H -1.205 2.546 2.356
H -1.888 2.544 4.726
H -3.906 1.293 5.429
H -5.220 0.042 3.752
H -4.549 0.042 1.400
H -1.821 -2.396 -2.988
H -0.379 -4.072 -4.012
H 0.540 -5.935 -2.668
H -0.018 -6.093 -0.257
H -1.434 -4.378 0.798
H -3.746 -2.602 2.598
H -5.653 -3.977 3.409
H -6.996 -5.287 1.804
H -6.436 -5.240 -0.605
H -4.543 -3.876 -1.409
Cl 0.299 1.443 -2.439
C 0.094 -0.204 -1.728
H 0.768 -0.869 -2.260
H -0.933 -0.478 -1.951
O 2.739 3.169 0.826
N 1.854 2.373 0.987
O 0.732 2.465 0.329
O 1.919 1.393 1.767



4.
A molecular structure, C34H31ClGeIrNO2S3Sb. Source: the OMol25 dataset; level of theory: ωB97M-V/def2-TZVPD.

## Properties
HOMO-LUMO gap (spin up / spin down): 4.618 / 4.578 eV
expectation value of S²: 0.76
HOMO level (spin up / spin down): -0.025 / -0.024 Eh
2S+1: 2
LUMO energy (spin up / spin down): 3.9 / 3.9 eV
strongest force on any atom: 0.72 eV/Å
total charge: -2
E_tot: -5595.7255 Eh

Atoms and positions in Å:
Ir -0.412 0.466 1.223
S -0.773 1.496 6.279
Sb -0.116 0.059 4.583
S -1.928 0.050 2.844
S 1.105 1.323 2.899
C 3.494 4.083 2.486
O 2.548 4.673 1.601
C 2.100 3.906 0.571
C 2.710 2.752 0.111
C 2.163 2.073 -0.971
C 1.031 2.550 -1.611
C 0.415 3.703 -1.144
C 0.931 4.363 -0.045
N 0.346 5.529 0.503
C -0.928 5.912 0.636
C -2.129 5.233 0.611
C -3.329 6.030 0.626
C -4.554 5.470 0.674
C -4.678 4.037 0.746
C -3.600 3.230 0.781
C -2.244 3.776 0.744
O -1.258 3.047 0.831
H 3.547 4.743 3.348
H 4.477 4.018 2.008
H 3.148 3.099 2.806
H 3.559 2.338 0.634
H 2.611 1.141 -1.284
H 0.591 1.996 -2.430
H -0.498 4.065 -1.601
H 1.028 6.168 0.881
H -1.004 6.978 0.836
H -3.222 7.110 0.587
H -5.444 6.085 0.680
H -5.671 3.603 0.799
H -3.676 2.153 0.879
C 0.784 -0.881 0.763
Ge 0.450 -2.489 -0.247
C -0.031 -2.212 -2.134
C -1.171 -2.764 -2.709
C -1.476 -2.545 -4.049
C -0.634 -1.775 -4.838
C 0.516 -1.224 -4.282
C 0.809 -1.445 -2.944
C -0.792 -3.795 0.529
C -1.785 -3.411 1.429
C -2.661 -4.353 1.956
C -2.557 -5.690 1.594
C -1.562 -6.088 0.709
C -0.686 -5.145 0.186
C 2.163 -3.494 -0.358
C 2.956 -3.628 0.785
C 4.146 -4.343 0.761
C 4.572 -4.947 -0.416
C 3.800 -4.826 -1.563
C 2.611 -4.105 -1.530
H 1.693 -0.956 1.374
H -1.850 -3.345 -2.095
H -2.382 -2.965 -4.471
H -0.875 -1.597 -5.880
H 1.177 -0.615 -4.888
H 1.700 -0.998 -2.515
H -1.880 -2.371 1.729
H -3.425 -4.031 2.653
H -3.243 -6.421 2.007
H -1.465 -7.132 0.430
H 0.095 -5.471 -0.495
H 2.638 -3.163 1.713
H 4.743 -4.428 1.662
H 5.501 -5.506 -0.439
H 4.124 -5.292 -2.488
H 2.023 -4.013 -2.438
Cl -3.184 -0.977 -0.326
C -1.722 0.170 -0.395
H -2.211 1.133 -0.568
H -1.251 -0.120 -1.333



Please write out number 1 again, unchanged.
A molecular structure, C34H30BBrCsN11O3 in a non-equilibrium geometry. Source: the OMol25 dataset; level of theory: ωB97M-V/def2-TZVPD.

## Properties
HOMO-LUMO gap: 5.545 eV
HOMO level: -0.069 Eh
LUMO energy: 3.7 eV
strongest force on any atom: 1.73 eV/Å
total charge: -2
E_tot: -4760.8908 Eh

Atoms and positions in Å:
Cs -0.094 0.849 0.108
C 2.379 -3.013 -3.457
C 1.675 -2.564 -2.323
N 2.094 -1.366 -1.950
N 3.057 -1.013 -2.810
C 3.253 -1.982 -3.731
B 3.724 0.375 -2.796
N 2.680 1.434 -3.253
C 2.141 1.506 -4.487
C 1.199 2.514 -4.486
C 1.245 3.010 -3.174
N 2.137 2.352 -2.443
N 4.268 0.749 -1.410
C 5.337 1.546 -1.199
C 5.495 1.699 0.162
C 4.448 0.933 0.707
N 3.722 0.372 -0.248
H 2.271 -3.943 -3.990
H 0.889 -3.057 -1.769
H 3.988 -1.865 -4.512
H 4.646 0.365 -3.582
H 2.448 0.828 -5.267
H 0.574 2.835 -5.302
H 0.675 3.815 -2.734
H 5.907 1.953 -2.018
H 6.248 2.272 0.678
H 4.200 0.760 1.743
O -2.309 -0.132 -2.389
C -3.136 0.610 -2.984
C -3.480 0.465 -4.371
C -4.320 1.342 -5.018
C -4.884 2.435 -4.351
C -4.589 2.603 -3.004
C -3.768 1.717 -2.317
C -3.473 1.953 -0.898
N -3.713 1.163 0.128
C -3.253 1.825 1.239
C -2.720 3.031 0.895
N -2.876 3.109 -0.469
H -3.030 -0.367 -4.901
H -4.542 1.192 -6.072
H -5.548 3.121 -4.865
H -5.021 3.442 -2.463
H -3.325 1.380 2.219
H -2.247 3.810 1.466
H -2.509 3.819 -1.074
Br 4.752 -2.464 6.046
C 3.275 -2.619 4.844
C 2.619 -3.830 4.747
C 1.544 -3.941 3.874
C 1.161 -2.858 3.085
C 1.864 -1.657 3.184
C 2.904 -1.522 4.080
N 0.129 -2.902 2.167
C -1.032 -3.312 2.420
C -2.099 -3.280 1.400
C -3.290 -3.969 1.607
C -4.282 -3.883 0.641
C -4.066 -3.098 -0.475
C -2.846 -2.431 -0.596
N -1.887 -2.533 0.314
H 2.938 -4.672 5.347
H 1.014 -4.882 3.789
H 1.550 -0.841 2.549
H 3.423 -0.579 4.174
H -1.327 -3.661 3.420
H -3.441 -4.552 2.508
H -5.219 -4.410 0.776
H -4.827 -2.978 -1.234
H -2.663 -1.753 -1.423
O -0.477 -0.315 4.317
C -0.314 0.863 4.026
C -0.335 1.980 5.097
C -0.039 3.234 4.290
C -0.036 2.716 2.833
O 0.034 3.470 1.866
N -0.130 1.373 2.788
H 0.403 1.750 5.866
H -1.322 1.988 5.561
H 0.943 3.662 4.496
H -0.783 4.024 4.387



Copy entry 1 word for word.
A molecular structure, C34H30BBrCsN11O3 in a non-equilibrium geometry. Source: the OMol25 dataset; level of theory: ωB97M-V/def2-TZVPD.

## Properties
HOMO-LUMO gap: 5.545 eV
HOMO level: -0.069 Eh
LUMO energy: 3.7 eV
strongest force on any atom: 1.73 eV/Å
total charge: -2
E_tot: -4760.8908 Eh

Atoms and positions in Å:
Cs -0.094 0.849 0.108
C 2.379 -3.013 -3.457
C 1.675 -2.564 -2.323
N 2.094 -1.366 -1.950
N 3.057 -1.013 -2.810
C 3.253 -1.982 -3.731
B 3.724 0.375 -2.796
N 2.680 1.434 -3.253
C 2.141 1.506 -4.487
C 1.199 2.514 -4.486
C 1.245 3.010 -3.174
N 2.137 2.352 -2.443
N 4.268 0.749 -1.410
C 5.337 1.546 -1.199
C 5.495 1.699 0.162
C 4.448 0.933 0.707
N 3.722 0.372 -0.248
H 2.271 -3.943 -3.990
H 0.889 -3.057 -1.769
H 3.988 -1.865 -4.512
H 4.646 0.365 -3.582
H 2.448 0.828 -5.267
H 0.574 2.835 -5.302
H 0.675 3.815 -2.734
H 5.907 1.953 -2.018
H 6.248 2.272 0.678
H 4.200 0.760 1.743
O -2.309 -0.132 -2.389
C -3.136 0.610 -2.984
C -3.480 0.465 -4.371
C -4.320 1.342 -5.018
C -4.884 2.435 -4.351
C -4.589 2.603 -3.004
C -3.768 1.717 -2.317
C -3.473 1.953 -0.898
N -3.713 1.163 0.128
C -3.253 1.825 1.239
C -2.720 3.031 0.895
N -2.876 3.109 -0.469
H -3.030 -0.367 -4.901
H -4.542 1.192 -6.072
H -5.548 3.121 -4.865
H -5.021 3.442 -2.463
H -3.325 1.380 2.219
H -2.247 3.810 1.466
H -2.509 3.819 -1.074
Br 4.752 -2.464 6.046
C 3.275 -2.619 4.844
C 2.619 -3.830 4.747
C 1.544 -3.941 3.874
C 1.161 -2.858 3.085
C 1.864 -1.657 3.184
C 2.904 -1.522 4.080
N 0.129 -2.902 2.167
C -1.032 -3.312 2.420
C -2.099 -3.280 1.400
C -3.290 -3.969 1.607
C -4.282 -3.883 0.641
C -4.066 -3.098 -0.475
C -2.846 -2.431 -0.596
N -1.887 -2.533 0.314
H 2.938 -4.672 5.347
H 1.014 -4.882 3.789
H 1.550 -0.841 2.549
H 3.423 -0.579 4.174
H -1.327 -3.661 3.420
H -3.441 -4.552 2.508
H -5.219 -4.410 0.776
H -4.827 -2.978 -1.234
H -2.663 -1.753 -1.423
O -0.477 -0.315 4.317
C -0.314 0.863 4.026
C -0.335 1.980 5.097
C -0.039 3.234 4.290
C -0.036 2.716 2.833
O 0.034 3.470 1.866
N -0.130 1.373 2.788
H 0.403 1.750 5.866
H -1.322 1.988 5.561
H 0.943 3.662 4.496
H -0.783 4.024 4.387